1.
The following is a DFT calculation (ωB97M-V/def2-TZVPD) of a single C4H8O2 molecule.

Computed properties:
* energy above the lowest of the compared OMol25 structures with the same formula, charge and spin: 55.66 kcal/mol
* max |F|: 0.6 eV/A
* frontier orbital gap: 10.504 eV
* charge: 0

Positions of all 14 atoms, in Å:
1 O -0.013 -1.465 1.810
2 C -0.771 -0.689 0.887
3 C 0.247 0.147 0.106
4 C 0.680 -0.245 -1.322
5 O 0.390 1.068 -1.826
6 C 0.056 1.546 -0.519
7 H -0.619 -2.029 2.307
8 H -1.486 -0.042 1.420
9 H -1.357 -1.359 0.234
10 H 1.097 0.289 0.767
11 H 1.743 -0.501 -1.418
12 H 0.088 -1.011 -1.844
13 H 0.843 2.209 -0.122
14 H -0.899 2.083 -0.480

2.
The following is a DFT calculation (ωB97M-V/def2-TZVPD) of a single C32H38N2O6 molecule in a non-equilibrium geometry.

Computed properties:
* energy above the lowest of the compared OMol25 structures with the same formula, charge and spin: 78.70 kcal/mol
* max |F|: 3.5 eV/A
* frontier orbital gap: 8.347 eV
* charge: 0

Positions of all 78 atoms, in Å:
1 C -5.752 -4.193 -2.099
2 O -4.727 -4.388 -3.098
3 C -3.712 -3.494 -3.174
4 C -3.532 -2.381 -2.349
5 C -2.242 -1.900 -2.147
6 C -1.951 -0.941 -1.019
7 C -1.233 -1.614 0.146
8 C -2.134 -2.654 0.849
9 O -2.593 -3.681 0.356
10 N -2.314 -2.228 2.127
11 C -3.206 -2.955 3.009
12 C -1.660 -0.971 2.479
13 C -2.723 0.095 2.758
14 C -0.786 -1.201 3.722
15 N -0.866 -0.669 1.222
16 C 0.034 0.370 0.917
17 C 0.463 1.429 1.680
18 C 1.765 2.242 1.618
19 C 1.623 3.335 2.839
20 C 2.264 4.636 2.802
21 C 2.431 5.393 3.967
22 C 1.772 5.032 5.146
23 C 0.940 3.923 5.131
24 C 0.834 3.119 3.985
25 C -1.185 -2.322 -2.957
26 C -1.391 -3.329 -3.907
27 O -0.433 -3.942 -4.646
28 C 0.900 -3.390 -4.659
29 C -2.691 -3.853 -4.079
30 O -2.905 -4.854 -4.979
31 C -2.608 -6.223 -4.554
32 H -6.462 -5.004 -2.279
33 H -5.329 -4.267 -1.084
34 H -6.244 -3.217 -2.232
35 H -4.369 -1.964 -1.783
36 H -1.309 -0.113 -1.379
37 H -2.890 -0.501 -0.630
38 H -0.317 -2.141 -0.202
39 H -3.585 -3.820 2.473
40 H -2.688 -3.304 3.904
41 H -4.056 -2.342 3.319
42 H -3.442 0.126 1.926
43 H -3.270 -0.161 3.675
44 H -2.273 1.088 2.885
45 H -0.240 -2.148 3.608
46 H -0.078 -0.375 3.875
47 H -1.428 -1.290 4.611
48 H 0.421 0.187 -0.043
49 H -0.251 1.583 2.514
50 H 2.766 1.516 1.669
51 H 2.693 5.053 1.925
52 H 3.068 6.230 3.916
53 H 1.908 5.645 6.066
54 H 0.392 3.637 6.015
55 H 0.190 2.263 4.108
56 H -0.190 -1.877 -2.829
57 H 1.429 -3.979 -5.409
58 H 0.888 -2.327 -4.947
59 H 1.379 -3.506 -3.674
60 H -2.870 -6.835 -5.416
61 H -1.540 -6.309 -4.321
62 H -3.226 -6.480 -3.686
63 C 5.999 5.248 -3.358
64 O 4.752 4.773 -2.872
65 C 4.619 4.228 -1.636
66 C 5.742 4.157 -0.712
67 C 5.595 3.545 0.546
68 C 4.338 3.102 0.948
69 C 3.197 3.398 0.205
70 O 1.937 3.287 0.646
71 C 3.393 3.764 -1.165
72 H 5.749 5.638 -4.346
73 H 6.393 6.030 -2.721
74 H 6.713 4.438 -3.426
75 H 6.749 4.584 -1.091
76 H 6.525 3.554 1.158
77 H 4.331 2.661 1.936
78 H 2.508 3.835 -1.773

3.
The following is a DFT calculation (ωB97M-V/def2-TZVPD) of C38H43ClCoN5O5 as an isolated structure.

Computed properties:
* energy above the lowest of the compared OMol25 structures with the same formula, charge and spin: 0.00 kcal/mol
* max |F|: 0.5 eV/A
* <S²>: 6.0379
* spin multiplicity: 5
* frontier orbital gap (spin up / spin down): 6.814 / 7.118 eV
* charge: +2

Positions of all 93 atoms, in Å:
1 Co -0.408 -1.868 -0.264
2 O -0.353 -1.812 1.999
3 C -0.993 -2.723 2.866
4 C -1.672 -4.520 0.853
5 O -2.252 -5.249 1.512
6 O -1.090 -3.839 0.084
7 C -2.131 -2.158 3.606
8 C -3.337 -2.842 3.756
9 C -4.375 -2.283 4.487
10 C -4.228 -1.035 5.075
11 C -3.033 -0.342 4.933
12 C -1.992 -0.901 4.209
13 C -0.204 -3.850 3.251
14 C 1.076 -4.061 2.691
15 C 1.843 -5.139 3.085
16 C 1.359 -6.041 4.026
17 C 0.092 -5.857 4.572
18 C -0.685 -4.782 4.194
19 H -0.600 -0.921 2.288
20 H -3.479 -3.806 3.283
21 H -5.304 -2.826 4.594
22 H -5.038 -0.606 5.649
23 H -2.902 0.622 5.406
24 H -1.044 -0.368 4.180
25 H 1.468 -3.355 1.972
26 H 2.832 -5.277 2.667
27 H 1.968 -6.878 4.340
28 H -0.287 -6.557 5.304
29 H -1.661 -4.646 4.637
30 C 0.251 -1.975 -4.628
31 C 0.510 -2.292 -3.189
32 O -0.257 -1.863 -2.300
33 N 1.572 -3.045 -2.904
34 C 1.877 -3.537 -1.565
35 C 2.484 -2.484 -0.666
36 C 3.852 -2.414 -0.474
37 C 4.374 -1.434 0.358
38 C 3.508 -0.537 0.961
39 C 2.155 -0.667 0.723
40 N 1.644 -1.623 -0.064
41 H -0.361 -2.771 -5.057
42 H 1.173 -1.902 -5.201
43 H -0.305 -1.045 -4.704
44 H 2.136 -3.374 -3.673
45 H 2.569 -4.369 -1.668
46 H 0.965 -3.939 -1.121
47 H 4.501 -3.126 -0.966
48 H 5.440 -1.372 0.526
49 H 3.870 0.251 1.605
50 H 1.449 0.025 1.164
51 C -0.325 5.606 -1.016
52 C -1.080 4.305 -0.706
53 C -0.093 3.345 -0.025
54 C -2.188 4.689 0.286
55 C -1.701 3.681 -2.003
56 O -2.394 4.652 -2.769
57 C -0.729 2.894 -2.912
58 C 0.411 3.643 -3.637
59 C 1.798 3.348 -3.118
60 C 2.224 2.036 -2.923
61 C 3.486 1.753 -2.428
62 C 4.346 2.799 -2.124
63 Cl 5.922 2.458 -1.487
64 C 3.961 4.110 -2.334
65 C 2.692 4.373 -2.830
66 C -2.893 2.735 -1.698
67 N -2.596 1.519 -0.940
68 C -1.906 0.451 -1.304
69 N -1.762 -0.364 -0.254
70 C -2.442 0.285 0.742
71 N -2.952 1.419 0.361
72 H 0.168 5.950 -0.105
73 H -1.005 6.403 -1.322
74 H 0.452 5.489 -1.764
75 H 0.153 3.736 0.964
76 H 0.838 3.253 -0.587
77 H -0.505 2.342 0.119
78 H -1.759 5.305 1.078
79 H -2.654 3.826 0.761
80 H -2.961 5.282 -0.205
81 H -1.802 5.379 -2.990
82 H -1.358 2.433 -3.678
83 H -0.287 2.087 -2.325
84 H 0.247 4.719 -3.632
85 H 0.380 3.357 -4.691
86 H 1.563 1.212 -3.174
87 H 3.814 0.731 -2.288
88 H 4.646 4.917 -2.113
89 H 2.399 5.403 -2.992
90 H -3.313 2.432 -2.656
91 H -3.656 3.262 -1.136
92 H -1.527 0.263 -2.292
93 H -2.590 -0.109 1.737

4.
The following is a DFT calculation (ωB97M-V/def2-TZVPD) of a 2-piece molecular cluster, C5H9FO overall in a non-equilibrium geometry.

Computed properties:
* energy above the lowest of the compared OMol25 structures with the same formula, charge and spin: 86.64 kcal/mol
* max |F|: 7.4 eV/A
* frontier orbital gap: 8.950 eV
* charge: 0

Positions of all 16 atoms, in Å:
1 C 1.363 0.361 0.077
2 C 0.333 0.352 -0.744
3 C 2.735 0.699 -0.409
4 C -2.004 -1.287 -0.196
5 C -1.474 -0.051 0.482
6 O -1.243 0.089 1.817
7 F -2.322 0.925 0.035
8 H 1.172 0.036 1.110
9 H 0.109 0.232 -1.715
10 H 3.352 -0.024 -0.053
11 H 2.691 0.679 -1.542
12 H 3.094 1.658 0.100
13 H -2.039 -2.133 0.521
14 H -2.994 -1.054 -0.381
15 H -1.512 -1.538 -1.141
16 H -1.261 1.054 2.040

5.
The following is a DFT calculation (ωB97M-V/def2-TZVPD) of C39H32N2O4P2Rh as an isolated structure.

Computed properties:
* energy above the lowest of the compared OMol25 structures with the same formula, charge and spin: 0.71 kcal/mol
* max |F|: 0.3 eV/A
* frontier orbital gap: 5.313 eV
* charge: +1

Positions of all 80 atoms, in Å:
1 Rh -0.129 -0.108 0.124
2 O -4.838 5.117 -0.506
3 C -4.444 4.416 0.421
4 O -4.899 4.142 1.551
5 C -3.171 3.588 0.151
6 C -3.042 2.905 -1.055
7 C -2.115 1.891 -1.166
8 N -1.291 1.585 -0.155
9 C -1.322 2.334 0.968
10 C -2.234 3.339 1.156
11 C -0.398 1.893 2.058
12 O -0.229 2.479 3.084
13 O 0.289 0.755 1.794
14 H -3.718 3.147 -1.865
15 H -2.037 1.277 -2.056
16 H -2.290 3.852 2.107
17 C -1.366 -2.957 1.503
18 N -0.353 -3.073 2.509
19 C 0.891 -2.341 2.426
20 P 1.347 -1.755 0.758
21 C 3.038 -1.150 0.968
22 C 4.111 -1.904 0.486
23 C 5.409 -1.467 0.695
24 C 5.645 -0.286 1.383
25 C 4.582 0.463 1.867
26 C 3.278 0.040 1.661
27 C 1.452 -3.171 -0.351
28 C 1.706 -2.922 -1.702
29 C 1.821 -3.975 -2.593
30 C 1.678 -5.282 -2.140
31 C 1.434 -5.534 -0.799
32 C 1.329 -4.481 0.101
33 C -0.618 -3.798 3.695
34 C 0.002 -3.439 4.891
35 C -0.263 -4.150 6.053
36 C -1.152 -5.213 6.047
37 C -1.764 -5.573 4.856
38 C -1.495 -4.884 3.685
39 P -1.825 -1.264 0.958
40 C -2.624 -1.446 -0.628
41 C -3.989 -1.359 -0.870
42 C -4.441 -1.353 -2.182
43 C -3.541 -1.410 -3.240
44 C -2.175 -1.493 -3.002
45 C -1.717 -1.518 -1.694
46 C -2.793 -0.443 2.189
47 C -2.609 -0.788 3.535
48 C -3.314 -0.103 4.507
49 C -4.180 0.925 4.149
50 C -4.365 1.276 2.818
51 C -3.671 0.587 1.837
52 H -2.306 -3.364 1.882
53 H -1.136 -3.496 0.573
54 H 1.711 -2.967 2.793
55 H 0.900 -1.414 3.020
56 H 3.940 -2.828 -0.048
57 H 6.238 -2.053 0.320
58 H 6.660 0.052 1.543
59 H 4.765 1.382 2.408
60 H 2.456 0.627 2.046
61 H 1.844 -1.903 -2.056
62 H 2.030 -3.781 -3.637
63 H 1.766 -6.106 -2.836
64 H 1.333 -6.552 -0.447
65 H 1.142 -4.685 1.149
66 H 0.682 -2.599 4.933
67 H 0.225 -3.855 6.973
68 H -1.360 -5.758 6.957
69 H -2.447 -6.412 4.829
70 H -1.954 -5.217 2.763
71 H -4.693 -1.290 -0.051
72 H -5.503 -1.292 -2.380
73 H -3.908 -1.395 -4.258
74 H -1.475 -1.551 -3.825
75 H -0.646 -1.662 -1.508
76 H -1.926 -1.578 3.824
77 H -3.177 -0.362 5.548
78 H -4.711 1.469 4.919
79 H -4.998 2.110 2.526
80 H -3.807 0.870 0.800

6.
The following is a DFT calculation (ωB97M-V/def2-TZVPD) of a 2-piece molecular cluster, C3H10N2 overall in a non-equilibrium geometry.

Computed properties:
* energy above the lowest of the compared OMol25 structures with the same formula, charge and spin: 24.52 kcal/mol
* max |F|: 1.7 eV/A
* frontier orbital gap: 8.941 eV
* charge: 0

Positions of all 15 atoms, in Å:
1 C 1.245 -1.326 1.207
2 N 1.971 -0.528 0.173
3 H 0.341 -0.798 1.508
4 H 1.810 -1.429 2.137
5 H 1.024 -2.321 0.840
6 H 2.879 -0.253 0.543
7 H 2.228 -1.235 -0.507
8 C -1.887 -0.256 -0.997
9 C -1.614 0.956 -0.509
10 N -0.373 1.442 -0.093
11 H -1.207 -1.046 -1.267
12 H -2.954 -0.383 -1.138
13 H -2.336 1.752 -0.384
14 H -0.201 2.416 -0.231
15 H 0.418 0.822 -0.297

Calculated total energy / Ha: -307.62373; -1802.95274; -3966.35721; -370.87548; -2708.88976; -229.77018